C15H31BN3O4 | the ωB97M-V functional and the def2-TZVPD basis

ORCA input file:
```
! RIJCOSX wB97M-V def2-TZVPD def2/J DEFGRID3
* xyz 1 1
C 5.09429 -3.44744 2.88145
C 4.73520 -1.99677 2.62755
O 3.53609 -1.91246 1.82978
C 3.60399 -1.01083 0.73649
C 2.19966 -0.58335 0.45179
O 1.63038 0.25634 1.51985
C 0.51789 -0.34873 1.94085
C -0.79443 0.02124 1.62610
C -1.76607 -0.81508 2.11767
C -1.46677 -1.95746 2.90266
C -2.52489 -2.87433 3.40193
B -2.58428 -4.10641 2.37497
O -1.90323 -5.27639 2.60989
O -3.36260 -3.99096 1.25185
N -0.21727 -2.24310 3.20284
N 0.69786 -1.41892 2.70386
H 5.72021 -3.86309 2.09712
H 4.20407 -4.05816 3.00006
H 5.67351 -3.49905 3.80121
H 4.54091 -1.49901 3.57662
H 5.55222 -1.49713 2.11323
H 4.26350 -0.16290 0.91568
H 3.95250 -1.54377 -0.15291
H 1.61629 -1.50192 0.41068
H 2.07249 -0.10752 -0.51694
H -0.98498 0.88852 1.01451
H -2.80616 -0.62093 1.89677
H -2.23707 -3.22312 4.38814
H -3.49028 -2.37823 3.39776
H -0.96370 -5.12656 2.76503
H -2.86248 -4.19423 0.45552
H 1.67386 -1.65940 2.90641
C -2.61752 4.42745 -4.71253
C -1.54561 4.19717 -3.65834
N -2.01052 3.39458 -2.53953
C -1.11702 3.41996 -1.40150
C 0.28688 2.82074 -1.56653
C -2.56965 2.09922 -2.88288
C -1.68964 1.11512 -3.66626
H -3.51978 4.84395 -4.26414
H -2.25275 5.13301 -5.45880
H -2.88318 3.50918 -5.23758
H -1.24074 5.17015 -3.26516
H -0.65635 3.76615 -4.14455
H -1.61206 2.93100 -0.55358
H -1.00505 4.46385 -1.09432
H 0.25843 1.72919 -1.59619
H 0.89578 3.09974 -0.70206
H 0.78336 3.18434 -2.46462
H -3.47929 2.27104 -3.46222
H -2.91564 1.62137 -1.96119
H -1.18423 1.59456 -4.50462
H -2.31108 0.31633 -4.07536
H -0.93504 0.64303 -3.03646
*
```

Computed properties:
Maximum force in eV/A: 1.04
E in eV: -29388.9904

***

C15H31CeN2O2PSi | the ωB97M-V functional and the def2-TZVPD basis

ORCA input file:
```
! RIJCOSX wB97M-V def2-TZVPD def2/J DEFGRID3
* xyz 0 1
Ce -0.09680 0.04862 0.42418
Si 2.51882 0.18675 -0.54220
P -0.62157 0.56124 -2.29692
N -0.21694 -1.99592 -0.03384
H -0.42852 3.51145 2.43108
C -2.36896 0.85561 -2.75808
H -2.44255 1.00594 -3.84365
H -2.74452 1.74130 -2.23222
H -2.97575 -0.00694 -2.45889
C 0.20156 2.00997 -3.06185
H -0.16587 2.12318 -4.09357
H 1.28995 1.86951 -3.05173
H -0.04067 2.91277 -2.48167
C -0.17293 -0.82102 -3.41506
H -0.34020 -0.51373 -4.46078
H -0.79987 -1.69110 -3.17143
H 0.87804 -1.09801 -3.25811
C 3.03664 1.99288 -0.18217
H 2.74377 2.32127 0.82793
H 2.60608 2.67865 -0.92405
H 4.13385 2.00821 -0.25750
H 3.53374 -0.56985 0.27683
H 2.83416 -0.03120 -2.00106
C -0.13701 -3.32085 -0.28431
C -1.19146 -5.52179 -0.22754
C -1.26976 -4.15148 -0.03240
C 1.06144 -3.92964 -0.77707
C 1.11735 -5.30289 -0.96889
C -0.00538 -6.11184 -0.70134
H -2.06361 -6.14660 0.00011
H -2.16889 -3.65799 0.32998
H 1.91788 -3.27819 -0.96911
H 2.04532 -5.77084 -1.32130
H 0.04739 -7.19720 -0.84801
C -0.92960 3.34293 1.46604
O -0.65070 1.99857 1.06738
C -2.42250 3.47752 1.71222
H -2.74585 4.51911 1.64735
H -2.66151 3.12166 2.72071
H -3.00665 2.89091 0.99460
C -0.35982 4.38874 0.51679
H -1.09536 4.68288 -0.24028
H 0.56097 4.06204 0.02001
H -0.12576 5.29470 1.09064
C -0.68360 -0.21587 3.74833
C 0.79141 -0.23833 3.48642
N 1.62500 -0.35474 4.52525
O 1.27504 -0.14796 2.31395
H -0.86797 -0.34115 4.82784
H -1.18157 -1.05114 3.21466
H -1.11978 0.75119 3.43035
H 2.62542 -0.40584 4.36830
H 1.25811 -0.48546 5.45411
*
```

Computed properties:
Maximum force in eV/A: 3.12
E in eV: -53227.3817

***

C15H31ClI2NP2Sm | the ωB97M-V functional and the def2-TZVPD basis

ORCA input file:
```
! RIJCOSX wB97M-V def2-TZVPD def2/J DEFGRID3
* xyz 2 6
I 0.01646 -1.66085 -3.08097
I -0.01625 0.99584 -4.18432
Sm -0.03620 -0.31997 -0.21365
P -2.99910 -0.07675 -0.00957
C -4.04987 -0.04424 -1.51280
C -3.90556 -1.23934 1.05773
H -4.99375 -1.17002 0.93036
H -4.70298 1.47345 0.87798
H -3.66076 -1.05159 2.11530
H -3.06738 1.78043 1.57867
H -3.86883 -0.93313 -2.11965
H -3.62567 -2.26348 0.81503
C -3.62358 1.53984 0.67069
H -5.11044 0.00562 -1.24311
H -3.45044 2.29564 -0.10433
H -3.77591 0.85130 -2.08480
P 2.92780 -0.06575 0.05434
C 4.06155 -0.14794 -1.38884
C 3.59374 1.52718 0.74080
H 3.35079 -1.14195 2.18725
H 4.82512 -1.14612 1.15200
H 3.48683 -2.28631 0.82563
C 3.73761 -1.27643 1.16642
H 3.04214 1.77895 1.65048
H 4.66631 1.43211 0.95829
H 5.09992 -0.10869 -1.05044
H 3.86014 0.71576 -2.03309
H 3.43970 2.29992 -0.02222
H 3.89573 -1.07842 -1.93325
Cl -0.02064 0.48086 2.29285
C 1.15271 -2.33668 4.47195
N -0.24652 -2.82948 4.51691
C -0.88057 -2.41430 5.78588
C -1.11335 -2.57729 3.30047
C -0.46424 -3.21181 2.13511
C -0.21605 -4.57186 2.32522
C 0.48386 -5.30374 1.38667
C 0.80460 -4.65881 0.17897
C 0.48345 -3.30194 -0.01861
C -0.08106 -2.51496 0.98364
H 1.19319 -1.24688 4.23564
H 1.70930 -2.92470 3.73803
H 1.59700 -2.53412 5.46474
H -0.14694 -3.84641 4.58884
H -0.99403 -1.33110 5.82619
H -1.83242 -2.92181 5.87298
H -0.24726 -2.76726 6.60385
H -2.03389 -3.09138 3.57455
H -1.33616 -1.51118 3.17246
H -0.56265 -5.06498 3.23629
H 0.69349 -6.34776 1.60058
H 1.28817 -5.20180 -0.63522
H 0.59858 -2.90289 -1.07545
*
```

Computed properties:
<S²>: 8.78
Maximum force in eV/A: 2.57
E in eV: -82740.7494

***

C15H31N9O3 | the ωB97M-V functional and the def2-TZVPD basis

ORCA input file:
```
! RIJCOSX wB97M-V def2-TZVPD def2/J DEFGRID3
* xyz 2 1
O 0.91111 -0.77553 5.10204
O -0.54899 1.62823 -3.19236
O 0.36016 0.45560 2.60588
C 0.75468 -1.93289 4.74199
C 0.24261 1.51364 -2.26881
C -0.36331 -0.39757 2.10465
C -2.41844 -0.24052 6.13341
C -1.99835 -0.06465 4.84473
C 0.52258 1.97870 -6.33817
C -1.16867 1.58822 6.05837
N 0.00804 2.36909 -1.22711
N 0.50193 3.12015 -5.57934
N -1.90061 0.80478 6.87730
N -0.73557 -0.22782 0.82989
N 0.09157 0.79804 -5.76728
N 1.70102 -0.10943 -0.94410
N -0.12029 -2.33121 3.80906
N 0.90948 2.02336 -7.56982
N -1.22160 1.08138 4.81070
C 1.57109 -3.03037 5.38522
C -1.66239 -1.03323 0.02781
C 0.91806 -0.42032 -5.81190
C 1.43335 0.50977 -2.26762
C 1.91482 -0.41659 -4.64418
C 1.24613 -0.65862 -3.26861
C -2.25501 -1.01925 3.69830
C -1.01188 -1.52852 2.93874
H -3.00947 -1.07035 6.50599
H -0.51529 2.39566 6.37802
H 0.76969 2.55597 -0.58010
H -0.68620 3.09376 -1.39638
H -0.01797 3.07156 -4.69986
H 0.55094 4.01798 -6.05628
H -1.97740 0.90780 7.88558
H -0.36151 0.60450 0.39709
H -0.41703 0.92912 -4.88628
H 0.90957 -0.65267 -0.59581
H 2.04942 0.55446 -0.24840
H -0.13450 -3.32897 3.65822
H 0.87753 1.18329 -8.14489
H 1.22281 2.88993 -8.00169
H -0.52481 1.26106 4.08358
H 0.91076 -3.73770 5.88472
H 2.24737 -2.58986 6.11817
H 2.15780 -3.54450 4.62494
H -1.78325 -0.58387 -0.96084
H -2.64568 -1.07277 0.50241
H -1.28123 -2.04938 -0.09878
H 0.27738 -1.30834 -5.75832
H 1.46730 -0.48178 -6.75810
H 2.32884 1.07869 -2.54060
H 2.63905 -1.22139 -4.81470
H 2.48274 0.51916 -4.65134
H 0.18179 -0.88923 -3.38343
H 1.70865 -1.55881 -2.84796
H -2.92436 -0.52478 2.99191
H -2.79300 -1.88512 4.08848
H -1.39141 -2.24787 2.21583
*
```

Computed properties:
Maximum force in eV/A: 3.47
E in eV: -35600.6498